Entry 1:
Below is a structure of composition C26H36CsFN8O4S2 in a non-equilibrium geometry, with properties calculated with ωB97M-V/def2-TZVPD.

## Properties
- charge = -2
- F_max (eV/Å) = 1.9
- HOMO-LUMO gap (eV) = 6.604

Each line ends with the Löwdin charge.
Cartesian coordinates (Å):
Cs: 1.000 -1.263 0.547  1.3385
S: 3.886 -0.159 -0.750  0.4562
S: 4.728 -1.495 -3.544  0.9880
F: -1.873 -0.217 -1.094  -0.5291
O: 5.100 -0.943 -0.623  -0.3599
O: 0.483 -2.047 3.550  -0.1130
O: 3.229 0.227 0.482  -0.5442
O: -0.344 -3.033 1.725  -0.3895
N: 2.793 -0.792 -1.674  -0.2762
N: -4.368 -3.022 1.774  0.0477
N: 5.458 4.957 -3.403  0.0709
N: -4.241 -0.974 -1.172  0.1110
N: -1.453 -4.960 -0.361  0.0140
N: 2.196 -1.981 -3.589  0.0313
N: -5.979 -2.324 -0.412  0.0774
N: -2.653 -2.084 4.433  0.0077
C: 4.074 -2.321 -4.909  -0.4650
C: -3.927 -2.225 0.838  -0.0763
C: 3.101 -1.407 -2.838  -0.6930
C: -0.292 3.517 -1.992  -0.0883
C: -0.212 -2.916 2.972  -0.7604
C: -0.993 -3.889 3.864  -0.1259
C: -4.734 -1.831 -0.284  -0.4012
C: 3.410 2.303 -1.849  -0.0459
C: 0.344 2.777 0.730  -0.0362
C: 5.095 3.738 -2.799  -0.3311
C: -1.411 3.557 -0.952  -0.3703
C: -2.647 2.857 -1.523  -0.0818
C: 0.163 1.153 4.164  -0.0460
C: -0.992 2.959 0.385  -0.1879
C: 6.063 2.791 -2.483  -0.0437
C: -1.942 2.558 1.323  -0.0296
C: 0.715 2.211 1.942  -0.0657
C: 3.762 3.484 -2.472  -0.0287
C: -0.236 1.811 2.872  -0.2815
C: -1.774 -3.136 4.941  -0.3018
C: 2.742 -2.486 -4.734  -0.2975
C: 5.706 1.605 -1.856  -0.0701
C: -6.394 -3.144 0.559  -0.2000
C: 4.383 1.362 -1.534  -0.2826
C: -1.573 2.002 2.537  -0.0384
C: -5.629 -3.493 1.644  -0.1909
H: 2.999 4.215 -2.718  0.1024
H: -2.344 1.683 3.231  0.1088
H: -1.662 4.613 -0.774  0.1307
H: 6.448 0.855 -1.616  0.1073
H: -1.669 -4.477 3.240  0.1014
H: 2.374 2.091 -1.615  0.0982
H: -2.072 -1.374 3.996  0.0501
H: 4.706 5.375 -3.931  0.0754
H: 4.690 -2.659 -5.725  0.0360
H: -2.874 3.259 -2.515  0.0682
H: 2.092 -2.993 -5.435  0.0889
H: -0.734 -4.681 -1.021  -0.0028
H: 1.110 1.555 4.529  0.0746
H: -2.996 2.647 1.094  0.1019
H: 0.580 4.102 -1.692  0.0588
H: -2.464 1.779 -1.592  0.0603
H: -7.401 -3.541 0.455  0.0802
H: -4.843 -0.800 -1.961  0.0759
H: -1.196 -4.490 0.510  -0.0329
H: -5.999 -4.155 2.416  0.0759
H: 6.290 4.886 -3.969  0.0734
H: -2.383 -3.846 5.512  0.0916
H: -2.294 -4.483 -0.673  -0.0096
H: -3.163 -0.614 -1.150  0.0125
H: -3.530 3.009 -0.900  0.0624
H: 1.130 3.056 0.041  0.0843
H: -3.235 -2.460 3.687  0.0240
H: -0.597 1.310 4.933  0.0742
H: -0.277 -4.569 4.338  0.1059
H: 0.290 0.075 4.031  0.0521
H: 7.101 2.982 -2.734  0.1020
H: -0.653 3.924 -2.939  0.0716
H: -1.067 -2.680 5.636  0.0969
H: -2.910 -1.852 0.905  0.1059
H: 0.019 2.484 -2.167  0.0943
H: 1.769 2.046 2.141  0.1084


Entry 2:
Below is a structure of composition C18H31BF4FeN4PS2, with properties calculated with ωB97M-V/def2-TZVPD.

## Properties
- charge = +1
- F_max (eV/Å) = 0.6
- HOMO-LUMO gap (alpha / beta) (eV) = 9.152 / 9.142

Each line ends with the Löwdin charge.
Cartesian coordinates (Å):
Fe: 0.150 -0.009 0.474  0.2760
S: -0.313 0.181 2.779  0.8119
S: 0.822 -4.454 0.665  1.0932
P: -2.164 -0.008 -0.353  1.1691
F: 1.139 2.833 -1.767  0.2333
F: 2.865 1.863 -0.576  0.1602
F: 1.116 0.544 -1.273  0.0131
F: 0.804 2.060 0.405  0.0415
N: 2.153 -0.026 1.193  0.0253
N: 1.364 1.470 4.347  0.1350
N: 0.391 -1.990 0.268  -0.1465
N: 2.287 0.605 2.445  -0.0081
C: -3.277 -1.171 -2.718  -0.0888
C: 1.204 0.809 3.206  -0.7582
C: -3.732 0.867 1.833  -0.0948
C: 0.352 -2.916 1.196  -0.4751
C: 0.839 -2.506 -0.928  -0.2122
C: -2.623 -3.757 -2.027  -0.0658
C: 1.125 -3.829 -0.893  -0.3512
C: -3.649 -2.224 -3.539  -0.0569
C: -3.319 -3.526 -3.201  -0.0668
C: -2.544 -1.373 -1.544  -0.3144
C: -3.136 -1.561 1.786  -0.1031
C: -3.992 1.893 -1.668  -0.0783
C: -2.186 2.787 -0.293  -0.0836
C: -2.540 1.625 -1.238  -0.6389
C: -2.246 -2.698 -1.216  -0.1298
C: -4.865 -0.728 0.277  -0.0695
C: -3.525 -0.350 0.926  -0.6536
C: -1.610 1.720 -2.459  -0.0731
B: 1.515 1.920 -0.862  -1.1683
H: -3.614 -4.350 -3.836  0.1108
H: -5.257 0.032 -0.392  0.0660
H: 2.250 1.846 4.644  0.1269
H: -2.377 -4.769 -1.729  0.1098
H: -4.211 -2.021 -4.441  0.1130
H: -4.660 1.949 -0.811  0.0657
H: 1.476 -4.448 -1.702  0.0854
H: 2.759 0.475 0.537  0.1003
H: 3.176 1.038 2.650  0.1719
H: -1.767 2.694 -2.927  0.1029
H: -3.094 -2.475 1.198  0.0680
H: 0.912 -1.857 -1.787  0.1264
H: -4.009 2.877 -2.143  0.0978
H: -1.791 0.959 -3.209  0.0750
H: -3.579 -0.181 -3.012  0.0692
H: -2.190 -1.440 2.311  0.0017
H: -4.370 0.572 2.670  0.0949
H: -2.961 2.950 0.453  0.0659
H: 0.024 -2.718 2.205  0.0722
H: -2.801 1.255 2.244  0.0376
H: -0.562 1.669 -2.176  0.0460
H: 0.551 1.654 4.910  0.1133
H: -4.789 -1.663 -0.278  0.0823
H: -3.912 -1.703 2.542  0.0968
H: -4.414 1.186 -2.378  0.0645
H: -5.600 -0.873 1.073  0.0970
H: 2.491 -0.983 1.276  0.1286
H: -2.113 3.695 -0.895  0.1010
H: -4.240 1.675 1.312  0.0654
H: -1.239 2.666 0.223  0.0589
H: -1.747 -2.930 -0.291  0.0628


Entry 3:
Below is an isolated molecule of C15H22N2O3 in a non-equilibrium geometry, with properties calculated with ωB97M-V/def2-TZVPD.

## Properties
- structure (SMILES) = CC(C)C[C@H](NC(=O)[C@@H](N)Cc1ccccc1)C(=O)O
- F_max (eV/Å) = 11.5
- HOMO-LUMO gap (eV) = 9.845

Each line ends with the natural charge from an NBO analysis.
Cartesian coordinates (Å):
O: -0.885 -2.892 1.655  -0.6062
O: 2.043 -1.127 -1.760  -0.6852
O: 3.162 -1.836 0.149  -0.5884
N: -1.670 -3.266 -1.117  -0.8193
N: 0.490 -1.149 1.361  -0.6118
C: 1.956 0.927 1.296  -0.3762
C: -2.376 3.005 0.265  -0.2330
C: -2.335 2.533 -1.017  -0.1929
C: -0.483 -2.017 0.926  0.6701
C: -1.060 -1.966 -0.573  -0.1481
C: -2.426 1.172 -1.211  -0.1955
C: -2.448 2.090 1.311  -0.2127
C: -2.426 0.262 -0.363  -0.0861
C: -2.274 0.686 1.023  -0.1796
C: 1.315 -0.297 0.458  -0.1765
C: 3.597 1.685 -0.487  -0.6904
C: 2.271 -1.092 -0.362  0.7708
C: 1.435 2.605 -0.510  -0.6240
C: 2.308 2.123 0.469  -0.2324
C: -2.385 -1.088 -0.779  -0.3987
H: -2.471 2.431 2.366  0.2171
H: -0.273 -1.702 -1.299  0.2147
H: 1.250 1.945 -1.266  0.2045
H: -1.036 -4.085 -1.159  0.3661
H: 2.688 3.000 1.146  0.2212
H: -2.328 -3.472 -0.325  0.3612
H: 1.683 3.629 -0.969  0.2269
H: -2.151 3.306 -1.778  0.2181
H: -2.247 0.935 -2.323  0.1961
H: 2.856 -1.538 -1.969  0.4971
H: -3.258 -1.676 -0.383  0.2258
H: 0.593 0.031 -0.365  0.2367
H: 3.159 0.967 -1.443  0.2301
H: -2.292 -0.030 1.741  0.2062
H: 1.167 1.450 1.950  0.2309
H: 0.939 -1.592 2.145  0.4091
H: 0.421 2.827 -0.113  0.2163
H: 2.649 0.394 1.874  0.2299
H: 4.739 1.664 0.143  0.2416
H: 3.912 2.543 -1.217  0.2144
H: -2.428 -1.115 -1.994  0.2357
H: -1.895 4.063 0.493  0.2164


Entry 4:
Below is a structure of composition F8MgN4O16S8 in a non-equilibrium geometry, with properties calculated with ωB97M-V/def2-TZVPD.

## Properties
- charge = -2
- F_max (eV/Å) = 4.9
- HOMO-LUMO gap (eV) = 9.357

Each line ends with the natural charge from an NBO analysis.
Cartesian coordinates (Å):
S: 0.363 -1.730 2.786  2.4955
S: -2.497 2.146 2.687  2.4641
S: -2.047 -1.970 -3.146  2.4595
S: 1.803 0.928 -2.776  2.4615
S: 2.352 -1.520 -2.606  2.4881
S: 2.460 -0.465 2.848  2.4808
S: -0.253 2.575 1.703  2.5048
S: -2.326 -0.040 -1.575  2.4918
Mg: 0.760 -0.142 -0.071  1.8103
F: -1.074 -1.609 3.393  -0.4726
F: 1.905 -2.735 -1.678  -0.4975
F: 3.051 0.742 3.651  -0.4808
F: -3.058 1.031 3.682  -0.5073
F: 1.079 3.034 2.412  -0.4969
F: 1.268 1.921 -1.650  -0.5100
F: -2.313 1.515 -1.877  -0.4973
F: -1.472 -2.161 -4.629  -0.5114
O: -0.797 3.746 1.116  -0.8985
O: -3.616 -0.307 -1.066  -0.8718
O: 3.127 1.364 -3.036  -0.8872
O: 0.764 -3.067 3.035  -0.8960
O: -1.181 -0.132 -0.717  -1.0446
O: 1.596 -1.760 -3.785  -0.8933
O: -2.977 3.396 3.166  -0.9311
O: -1.071 -2.615 -2.321  -0.9418
O: 0.227 1.598 0.782  -1.0603
O: 2.333 -0.001 1.500  -1.0059
O: 0.140 -1.342 1.415  -1.0503
O: 0.783 0.992 -3.737  -0.8560
O: -2.957 1.648 1.433  -0.9226
O: -3.340 -2.565 -3.226  -0.9412
O: 3.380 -1.506 3.130  -0.9099
O: 3.770 -1.557 -2.664  -0.9020
N: 1.032 -0.557 3.625  -1.0992
N: 1.701 -0.381 -1.682  -1.3474
N: -0.924 1.911 3.024  -1.1165
N: -1.993 -0.386 -3.144  -1.1069